Record 1
Computed, not measured: a structure of composition C24H45Br2N6O2P2PdS at a distorted geometry, with ωB97M-V/def2-TZVPD.

The geometry in XYZ format:
```
83
Properties=species:S:1:pos:R:3:forces:R:3
N -2.35509 -3.62565 1.42559 0.2 -0.5 0.9
C -2.56724 -2.54162 0.52912 -1.0 0.1 -0.7
Br -0.13559 3.47381 5.50067 -0.4 -0.3 0.1
H -1.69954 0.72248 -0.29413 0.2 0.0 -0.6
H 2.94412 3.47119 -6.28751 -0.4 0.7 -0.1
H 2.36190 -1.60355 -4.81925 0.2 0.0 0.6
H 3.57028 6.83946 -2.54369 -0.7 -0.9 0.8
H -3.47260 -4.10820 5.96350 -0.1 0.5 0.3
H 2.41237 6.87130 -1.17034 -0.3 -0.5 -0.9
H 0.68057 -3.14991 -4.47314 -0.3 -0.3 0.1
C 0.60677 2.72627 3.96848 1.8 -0.1 0.3
H -1.42069 5.54887 -2.04590 0.1 0.2 -0.1
H 0.30761 5.20805 -4.08237 -0.9 -0.7 0.2
N 0.04889 1.57517 0.48385 -1.8 -0.8 2.2
C -0.34291 5.36031 -2.04874 -1.1 0.1 1.1
C 2.66282 6.31720 -2.10303 0.3 1.0 -2.3
H -2.65246 -5.73591 1.74583 0.1 1.0 -0.7
H -1.03519 -6.23097 3.01908 -0.5 -0.8 -0.5
O 2.56848 2.38597 0.37424 -0.8 -0.2 2.7
H -0.70513 3.72608 -3.43335 0.7 0.8 -0.3
N -2.93581 -4.05307 3.93075 -0.8 -0.1 -0.3
C -1.25187 1.20938 0.54992 1.3 0.8 -0.3
N 1.70392 -0.99149 -2.88792 0.4 1.0 -0.1
H -3.15321 1.40929 1.51773 1.0 -0.4 0.2
C -0.31088 -5.68153 3.55684 1.1 2.3 0.6
H 2.47595 -2.84163 -3.54699 0.3 -0.3 0.2
C -4.35529 -4.07030 3.59776 -1.0 0.0 1.6
H 1.98016 2.11778 -4.54273 -0.1 0.0 -0.2
O -1.55552 -1.86451 3.07321 0.2 0.2 0.3
C 1.97823 2.32701 1.53512 2.3 0.7 -2.9
H -1.99740 -2.65866 -0.35960 1.4 0.0 -0.9
H -2.08472 2.09299 3.78955 0.3 -0.1 -1.4
C 2.58650 -1.78663 -3.74752 0.0 0.7 -0.3
H 3.58182 -1.40614 -3.50988 0.1 -0.6 -0.3
C 2.44729 3.07137 -4.30477 1.7 0.7 0.5
P -1.78585 -3.31925 2.96817 -1.6 0.0 -0.6
C 0.03670 4.53836 -3.22971 1.5 -0.3 -1.1
H 2.64704 4.46527 -0.92440 0.4 0.4 0.1
H 3.55137 2.87534 -4.07084 -1.5 0.0 0.2
H -0.76434 -3.16917 -3.38041 0.2 -0.1 -0.5
H 0.94092 -2.48146 3.16595 -0.7 -0.6 0.0
C -0.32678 -2.76807 -4.31253 0.3 0.6 0.4
C 2.45485 4.03919 -5.47678 -1.1 -1.5 -0.7
H 1.47740 -4.08617 2.60829 0.1 0.5 0.6
H -2.06549 -5.30451 0.08918 0.2 0.3 0.4
S -0.29516 0.87365 -2.69834 0.7 -1.4 -0.8
H 2.19252 -0.27841 -2.31998 -0.6 -0.6 -0.3
N -0.23976 -1.29168 -4.18627 -0.5 0.7 0.0
C 2.79780 4.80243 -1.95003 0.4 0.1 0.3
H -0.15742 4.77924 -1.13084 0.1 0.4 0.0
C -1.52655 1.97195 2.81973 0.8 0.4 1.1
N -0.45983 -4.19343 3.23373 2.0 -1.7 1.2
H -2.34509 -1.58326 0.99765 -0.2 -0.2 -0.1
H -4.59022 -3.61734 2.66728 0.2 0.0 -1.1
Br 4.56505 2.41621 2.72080 0.3 0.1 -0.1
H -5.01392 -3.47088 4.30459 1.1 -0.5 -0.3
H -1.12589 -0.78043 -4.34675 0.9 -0.7 0.0
C 2.01433 2.67058 3.93719 -0.8 -0.1 -2.3
H 2.49462 2.77160 4.85741 1.0 0.4 1.1
H 0.17920 6.31446 -2.03869 -0.1 -0.2 0.3
C 2.72479 2.50547 2.71434 -1.2 -0.2 2.5
Pd 1.20439 1.97224 -1.22060 0.0 0.4 -1.4
H -3.68378 -4.97017 0.56627 -0.9 0.1 -0.3
H 2.97431 4.95136 -5.31082 0.6 0.7 0.3
C -0.12752 2.26374 2.86959 -1.4 -0.6 -2.3
P 1.62926 3.68853 -2.79052 0.0 -1.5 0.4
H -0.93403 -3.04125 -5.18556 0.1 0.3 0.4
H 3.78342 4.41502 -2.25675 -0.2 0.2 0.2
H 1.94035 6.43604 -2.98562 0.6 0.6 1.6
C 0.57663 2.08056 1.62771 -1.0 -0.5 0.4
H -0.40398 -5.82403 4.63616 -0.3 -0.1 -0.1
C -2.68008 -4.95050 0.93674 0.4 -0.8 0.7
H -2.58227 -5.50892 5.44984 -0.4 -1.0 -0.2
C 0.51027 -0.57325 -3.29697 -2.1 0.3 0.0
H 1.40271 4.27940 -5.71240 0.6 -0.1 -0.4
H -3.56251 -2.60084 0.05811 -0.4 0.4 0.7
C -2.69654 -4.45367 5.30416 2.3 0.7 -0.3
H -4.76413 -5.09632 3.68203 0.3 0.3 -0.4
H 0.75300 -5.97628 3.36125 -1.1 0.2 -0.4
C -2.05034 1.49289 1.63011 -1.6 0.4 1.3
H -1.66980 -4.07721 5.56279 -1.1 0.1 0.3
H 1.25916 -3.72517 4.32605 0.6 -0.4 1.4
C 0.85466 -3.56609 3.36929 0.2 0.3 -2.3
```
Forces are in eV/Å.

Its lowest unoccupied orbital energy (alpha / beta) is -3.076 / -5.094 eV. The calculation puts the molar mass at 809.91 g mol⁻¹. Its energy above the lowest of the compared OMol25 structures with the same formula, charge and spin is 0.946 eV. The value obtained for the HOMO energy (alpha / beta) is -8.663 / -10.257 eV. As for the spin multiplicity: 3. As for the net charge: +1. The max |F| comes out at 3.70 eV/A.

List of Löwdin charges in e, atom by atom: -0.312, -0.129, 0.888, 0.070, 0.082, 0.105, 0.086, 0.078, 0.086, 0.055, -0.615, 0.082, 0.082, 0.002, -0.187, -0.151, 0.085, 0.047, -0.130, 0.072, -0.294, -0.112, -0.025, 0.136, -0.048, 0.074, -0.115, 0.047, -0.299, -0.360, 0.056, 0.126, -0.060, 0.096, -0.418, 0.471, -0.391, 0.035, 0.104, 0.094, 0.082, -0.042, -0.152, 0.088, 0.087, 0.624, 0.108, -0.062, -0.396, 0.063, 0.029, -0.284, 0.055, 0.057, 0.899, 0.100, 0.105, -0.128, 0.077, 0.055, -0.602, 0.409, 0.066, 0.059, -0.169, 0.833, 0.096, 0.087, 0.068, -0.139, 0.069, -0.114, 0.066, -0.742, 0.068, 0.088, -0.112, 0.094, 0.095, -0.037, 0.096, 0.062, -0.116



Record 2
Computed, not measured: a cluster of 3 separate species, C4H12NOP in total at a distorted geometry, with ωB97M-V/def2-TZVPD.

The geometry in XYZ format:
```
19
Properties=species:S:1:pos:R:3:forces:R:3
C -1.79202 -0.46711 0.49036 -0.3 0.3 -0.4
C 2.57728 -0.86020 0.03372 0.0 -0.1 0.3
H -0.77192 -0.10111 0.35243 0.0 0.1 -0.1
H -2.83727 -2.36326 0.49004 0.0 -0.1 0.0
H 3.30742 -1.63358 0.21140 0.1 -0.1 0.0
H -2.14863 -0.17746 1.48225 0.0 0.1 -0.1
H 2.96117 -0.65776 -2.01705 0.1 -0.1 -0.1
H 2.01246 -0.53925 0.89587 -0.1 0.1 0.1
H -1.15086 -2.47202 1.01180 0.0 -0.1 0.0
H 0.64635 3.59943 0.93156 0.0 -0.1 -0.1
N 0.83388 2.93242 0.18969 0.0 0.0 -0.1
P -2.91190 0.27789 -0.83024 1.6 -0.6 0.2
H -1.53401 -2.26041 -0.69464 0.1 -0.2 -0.1
H 1.02345 3.46067 -0.65655 0.0 0.0 0.1
O -4.12220 0.70981 -0.14006 -1.2 0.5 0.5
H 1.66282 0.43929 -1.33700 -0.2 0.1 0.0
C -1.83027 -1.98517 0.31473 -0.1 0.1 0.0
H 1.68274 2.43325 0.43093 0.0 0.1 0.0
C 2.39150 -0.33544 -1.15925 0.0 0.1 -0.3
```
Forces are in eV/Å.

Its lowest unoccupied orbital energy is -0.218 eV. Its SMILES is CCP=O.C=C.N. The calculation puts the molar mass at 121.12 g mol⁻¹. Its energy above the lowest of the compared OMol25 structures with the same formula, charge and spin is 3.132 eV. The value obtained for the HOMO energy is -8.948 eV. The max |F| comes out at 1.72 eV/A.

List of Löwdin charges in e, atom by atom: -0.460, -0.080, 0.039, 0.065, 0.042, 0.069, 0.044, 0.039, 0.066, 0.008, 0.009, 0.846, 0.055, 0.008, -0.496, 0.029, -0.198, -0.003, -0.080



Record 3
Computed, not measured: an isolated molecule of C9H7ClN4 at a distorted geometry, with ωB97M-V/def2-TZVPD.

The geometry in XYZ format:
```
21
Properties=species:S:1:pos:R:3:forces:R:3
H 3.34264 1.47612 0.70063 -1.2 -1.6 -0.1
C 1.72072 0.27353 1.67732 -1.4 0.0 1.2
N -1.46834 -2.43071 0.49066 -1.2 -0.9 0.3
N -0.30259 -2.18799 0.35912 2.1 0.5 -0.9
C -1.98786 -0.16592 -0.15190 3.0 -1.9 0.5
C 0.98574 -0.27971 -0.96136 -0.4 -2.8 -0.2
H -2.70293 1.63195 -1.13281 0.6 -0.1 0.6
H 1.37683 -1.23098 -1.59224 -1.1 2.1 1.0
C -2.41278 -1.31272 0.32629 1.4 1.7 -1.3
C -1.77596 1.15061 -0.75443 -0.9 -0.6 -0.9
H -3.34982 -1.72358 0.45162 -2.2 -0.2 0.3
C 0.24018 0.69807 -1.95145 4.0 -3.1 0.4
C 0.14447 -0.84034 0.22289 -2.2 0.8 -2.4
C 0.55135 -0.39264 1.50243 1.1 1.1 2.2
N 2.16369 0.48533 -0.66672 0.6 0.1 0.4
N -0.85299 1.21995 -1.94829 -2.9 1.6 0.6
Cl -1.07791 2.06474 0.57833 0.0 1.2 0.3
H 1.03999 0.80820 -2.70007 -1.0 0.7 -0.5
H -0.12260 -0.62295 2.34269 0.5 0.1 -0.3
H 2.00026 0.67172 2.66191 -0.1 -0.4 -0.4
C 2.48790 0.70732 0.54537 1.2 1.7 -0.8
```
Forces are in eV/Å.

Its lowest unoccupied orbital energy (alpha / beta) is -0.811 / -0.810 eV. The calculation puts the molar mass at 206.64 g mol⁻¹. Its energy above the lowest of the compared OMol25 structures with the same formula, charge and spin is 1.110 eV. The value obtained for the HOMO energy (alpha / beta) is -8.455 / -8.454 eV. The max |F| comes out at 5.04 eV/A.

List of Löwdin charges in e, atom by atom: 0.141, -0.064, 0.033, 0.034, -0.032, -0.240, 0.109, 0.194, -0.106, -0.680, 0.066, -0.154, -0.243, -0.103, 0.054, 0.062, 0.730, 0.121, 0.132, 0.111, -0.163



What did the second record say?
Computed, not measured: a cluster of 3 separate species, C4H12NOP in total at a distorted geometry, with ωB97M-V/def2-TZVPD.

The geometry in XYZ format:
```
19
Properties=species:S:1:pos:R:3:forces:R:3
C -1.79202 -0.46711 0.49036 -0.3 0.3 -0.4
C 2.57728 -0.86020 0.03372 0.0 -0.1 0.3
H -0.77192 -0.10111 0.35243 0.0 0.1 -0.1
H -2.83727 -2.36326 0.49004 0.0 -0.1 0.0
H 3.30742 -1.63358 0.21140 0.1 -0.1 0.0
H -2.14863 -0.17746 1.48225 0.0 0.1 -0.1
H 2.96117 -0.65776 -2.01705 0.1 -0.1 -0.1
H 2.01246 -0.53925 0.89587 -0.1 0.1 0.1
H -1.15086 -2.47202 1.01180 0.0 -0.1 0.0
H 0.64635 3.59943 0.93156 0.0 -0.1 -0.1
N 0.83388 2.93242 0.18969 0.0 0.0 -0.1
P -2.91190 0.27789 -0.83024 1.6 -0.6 0.2
H -1.53401 -2.26041 -0.69464 0.1 -0.2 -0.1
H 1.02345 3.46067 -0.65655 0.0 0.0 0.1
O -4.12220 0.70981 -0.14006 -1.2 0.5 0.5
H 1.66282 0.43929 -1.33700 -0.2 0.1 0.0
C -1.83027 -1.98517 0.31473 -0.1 0.1 0.0
H 1.68274 2.43325 0.43093 0.0 0.1 0.0
C 2.39150 -0.33544 -1.15925 0.0 0.1 -0.3
```
Forces are in eV/Å.

Its lowest unoccupied orbital energy is -0.218 eV. Its SMILES is CCP=O.C=C.N. The calculation puts the molar mass at 121.12 g mol⁻¹. Its energy above the lowest of the compared OMol25 structures with the same formula, charge and spin is 3.132 eV. The value obtained for the HOMO energy is -8.948 eV. The max |F| comes out at 1.72 eV/A.

List of Löwdin charges in e, atom by atom: -0.460, -0.080, 0.039, 0.065, 0.042, 0.069, 0.044, 0.039, 0.066, 0.008, 0.009, 0.846, 0.055, 0.008, -0.496, 0.029, -0.198, -0.003, -0.080



Repeat the second record exactly.
Computed, not measured: a cluster of 3 separate species, C4H12NOP in total at a distorted geometry, with ωB97M-V/def2-TZVPD.

The geometry in XYZ format:
```
19
Properties=species:S:1:pos:R:3:forces:R:3
C -1.79202 -0.46711 0.49036 -0.3 0.3 -0.4
C 2.57728 -0.86020 0.03372 0.0 -0.1 0.3
H -0.77192 -0.10111 0.35243 0.0 0.1 -0.1
H -2.83727 -2.36326 0.49004 0.0 -0.1 0.0
H 3.30742 -1.63358 0.21140 0.1 -0.1 0.0
H -2.14863 -0.17746 1.48225 0.0 0.1 -0.1
H 2.96117 -0.65776 -2.01705 0.1 -0.1 -0.1
H 2.01246 -0.53925 0.89587 -0.1 0.1 0.1
H -1.15086 -2.47202 1.01180 0.0 -0.1 0.0
H 0.64635 3.59943 0.93156 0.0 -0.1 -0.1
N 0.83388 2.93242 0.18969 0.0 0.0 -0.1
P -2.91190 0.27789 -0.83024 1.6 -0.6 0.2
H -1.53401 -2.26041 -0.69464 0.1 -0.2 -0.1
H 1.02345 3.46067 -0.65655 0.0 0.0 0.1
O -4.12220 0.70981 -0.14006 -1.2 0.5 0.5
H 1.66282 0.43929 -1.33700 -0.2 0.1 0.0
C -1.83027 -1.98517 0.31473 -0.1 0.1 0.0
H 1.68274 2.43325 0.43093 0.0 0.1 0.0
C 2.39150 -0.33544 -1.15925 0.0 0.1 -0.3
```
Forces are in eV/Å.

Its lowest unoccupied orbital energy is -0.218 eV. Its SMILES is CCP=O.C=C.N. The calculation puts the molar mass at 121.12 g mol⁻¹. Its energy above the lowest of the compared OMol25 structures with the same formula, charge and spin is 3.132 eV. The value obtained for the HOMO energy is -8.948 eV. The max |F| comes out at 1.72 eV/A.

List of Löwdin charges in e, atom by atom: -0.460, -0.080, 0.039, 0.065, 0.042, 0.069, 0.044, 0.039, 0.066, 0.008, 0.009, 0.846, 0.055, 0.008, -0.496, 0.029, -0.198, -0.003, -0.080